{"formula": "C43H48BFeN10O", "method": "ωB97M-V/def2-TZVPD", "fmax_ev_per_a": 0.350, "s2": 6.015, "homo_ev": [-4.098, -4.019], "e_above_lowest_kj_mol": 0.0, "charge": -1, "spin_multiplicity": 5, "gap_ev": [6.7, 6.7], "species": ["Fe", "O", "C", "N", "C", "C", "C", "C", "C", "C", "N", "C", "C", "C", "C", "C", "N", "H", "H", "H", "H", "H", "H", "H", "H", "H", "H", "C", "C", "C", "C", "C", "C", "N", "N", "B", "N", "C", "C", "C", "N", "C", "C", "C", "N", "C", "C", "C", "N", "C", "C", "C", "H", "H", "H", "H", "H", "H", "H", "H", "H", "H", "H", "H", "H", "H", "H", "H", "H", "H", "H", "H", "H", "H", "H", "H", "H", "H", "H", "H", "N", "C", "C", "C", "C", "C", "C", "C", "C", "C", "C", "C", "C", "C", "H", "H", "H", "H", "H", "H", "H", "H", "H", "H"], "positions_angstrom": [[0.002, 0.410, 0.290], [0.192, 4.674, -0.424], [-0.076, 3.507, -0.088], [0.512, 2.376, -0.414], [1.760, 2.444, -1.125], [2.828, 1.903, -0.205], [4.133, 2.379, -0.195], [5.049, 1.811, 0.676], [4.633, 0.787, 1.512], [3.311, 0.376, 1.439], [2.431, 0.917, 0.605], [-1.207, 3.281, 0.900], [-1.999, 4.339, 1.324], [-2.947, 4.107, 2.306], [-3.061, 2.830, 2.835], [-2.248, 1.828, 2.334], [-1.348, 2.043, 1.375], [2.007, 3.456, -1.457], [1.715, 1.788, -2.004], [4.412, 3.187, -0.858], [6.071, 2.169, 0.707], [5.311, 0.318, 2.213], [2.929, -0.409, 2.081], [-1.826, 5.309, 0.879], [-3.581, 4.911, 2.660], [-3.772, 2.602, 3.618], [-2.333, 0.810, 2.690], [4.574, -2.623, -0.418], [3.126, -2.356, -0.846], [3.041, -1.051, -1.640], [2.179, -2.556, 0.323], [2.199, -3.749, 1.076], [1.145, -3.634, 1.947], [0.541, -2.457, 1.717], [1.161, -1.785, 0.720], [-0.773, -2.039, 2.408], [-0.564, -0.812, 3.317], [-1.101, -0.674, 4.544], [-0.627, 0.499, 5.085], [0.225, 1.027, 4.092], [0.248, 0.230, 3.029], [1.006, 2.310, 4.224], [0.087, 3.536, 4.223], [2.087, 2.468, 3.166], [-1.924, -1.818, 1.405], [-2.889, -2.717, 1.144], [-3.766, -2.153, 0.247], [-3.259, -0.862, 0.014], [-2.148, -0.675, 0.723], [-3.927, 0.165, -0.868], [-4.544, 1.325, -0.081], [-3.041, 0.726, -1.979], [5.236, -2.548, -1.284], [4.697, -3.616, 0.018], [4.897, -1.885, 0.318], [2.858, -3.171, -1.529], [3.849, -0.373, -1.356], [2.094, -0.538, -1.499], [3.144, -1.256, -2.708], [2.881, -4.576, 0.976], [0.769, -4.306, 2.700], [-1.105, -2.971, 3.100], [-1.763, -1.426, 4.940], [-0.841, 0.916, 6.056], [1.484, 2.263, 5.210], [-0.305, 3.713, 3.220], [0.644, 4.426, 4.527], [-0.758, 3.408, 4.901], [1.657, 2.384, 2.167], [2.855, 1.701, 3.268], [2.563, 3.447, 3.253], [-2.873, -3.691, 1.603], [-4.647, -2.596, -0.187], [-4.755, -0.381, -1.333], [-3.778, 2.039, 0.216], [-5.060, 0.979, 0.817], [-5.263, 1.856, -0.709], [-2.161, 1.218, -1.560], [-3.604, 1.457, -2.565], [-2.689, -0.056, -2.649], [-0.248, -0.400, -1.494], [-0.448, -1.030, -2.550], [-0.027, -0.448, -3.887], [0.109, 0.936, -3.992], [0.552, 1.520, -5.167], [0.882, 0.728, -6.262], [0.757, -0.651, -6.168], [0.296, -1.232, -4.992], [-1.130, -2.381, -2.620], [-0.756, -3.404, -1.755], [-1.394, -4.636, -1.788], [-2.437, -4.859, -2.676], [-2.827, -3.842, -3.540], [-2.169, -2.621, -3.518], [-0.134, 1.533, -3.120], [0.646, 2.598, -5.231], [1.231, 1.182, -7.181], [1.018, -1.278, -7.012], [0.203, -2.310, -4.926], [0.032, -3.217, -1.039], [-1.083, -5.417, -1.104], [-2.946, -5.815, -2.697], [-3.643, -4.004, -4.234], [-2.466, -1.841, -4.211]], "mulliken_charge": [2.06, -0.91, -0.57, 0.57, -1.80, 1.07, -1.07, -0.90, -0.84, -1.57, 2.24, -0.65, -0.22, -0.93, -1.04, -0.77, 2.92, 0.64, -0.23, 0.51, 0.42, 0.53, 0.42, 0.54, 0.41, 0.50, -0.10, -1.68, 0.99, -0.88, -0.56, -1.37, -0.93, -0.05, 1.51, -0.56, -0.47, -0.20, -1.74, 0.15, 0.63, 0.80, -1.46, -1.07, 0.51, -0.61, -1.52, 0.08, 0.54, 0.49, -1.59, -0.43, 0.45, 0.37, 0.28, 0.61, 0.43, -0.72, 0.50, 0.47, 0.46, -0.21, 0.53, 0.45, 0.56, 0.06, 0.53, 0.37, -0.42, 0.34, 0.52, 0.49, 0.51, 0.50, 0.15, 0.36, 0.55, -0.47, 0.65, -0.31, 0.00, -1.70, 1.44, -0.35, -0.98, -0.54, -0.88, -0.29, 0.16, 0.02, -0.75, -0.52, -1.02, -0.02, 0.71, 0.43, 0.38, 0.40, 0.44, 0.61, 0.42, 0.39, 0.39, 0.42]}